Entry 1:
C29H42N8O6SSiV | ωB97M-V with the def2-TZVPD basis set

```
! RIJCOSX wB97M-V def2-TZVPD def2/J DEFGRID3
* xyz 0 2
V -0.1585 -0.6020 0.2893
C -1.7948 2.4049 3.1014
C -0.7577 1.5328 2.4382
O -1.0394 0.9974 1.3201
C 0.4861 1.3904 3.0570
C 1.5618 0.8266 2.3467
C 2.9712 0.9944 2.8233
N 1.3268 0.2245 1.2000
N 2.3963 -0.0105 0.3920
C 2.0199 -0.1233 -0.8548
O 0.7750 0.0233 -1.2058
C 3.0907 -0.3774 -1.8440
C 4.3677 -0.7488 -1.4207
C 5.3748 -0.9497 -2.3473
C 5.1192 -0.7887 -3.7038
C 3.8474 -0.4393 -4.1283
C 2.8339 -0.2401 -3.2039
H -2.5550 2.6993 2.3805
H -2.2696 1.8627 3.9209
H -1.3272 3.2977 3.5141
H 0.6775 1.8970 3.9919
H 2.9832 1.3385 3.8553
H 3.5075 0.0502 2.7349
H 3.4900 1.7204 2.1965
H 4.5483 -0.8813 -0.3646
H 6.3651 -1.2326 -2.0140
H 5.9086 -0.9469 -4.4275
H 3.6449 -0.3194 -5.1853
H 1.8348 0.0233 -3.5288
C -2.5048 -0.6727 -3.4867
C -1.5945 -1.7617 -3.0452
N -0.9200 -1.7930 -1.9180
C -0.2129 -2.9613 -1.9167
C -0.4725 -3.6629 -3.0662
N -1.3570 -2.8845 -3.7609
C -0.0852 -4.9884 -3.6025
O 0.7492 -5.6892 -2.8805
O -0.5486 -5.3558 -4.6608
C 0.7254 -3.2605 -0.8047
O 1.3346 -4.3394 -0.7969
O 0.8233 -2.3560 0.0806
H -2.1622 0.2649 -3.0536
H -3.5226 -0.8640 -3.1401
H -2.5199 -0.6010 -4.5744
H -1.7198 -3.1551 -4.6621
H 1.0351 -5.1779 -2.0533
N -0.4216 -1.5589 3.2758
C -0.6765 -2.5980 4.0887
C -1.1439 -3.6212 3.2964
C -1.1340 -3.0986 1.9991
N -0.6970 -1.8454 2.0010
H -0.0769 -0.6358 3.5171
H -0.5172 -2.5413 5.1517
H -1.4450 -4.6051 3.6084
H -1.4286 -3.5850 1.0839
C -3.4178 1.0612 -0.5372
Si -2.7291 -0.5070 0.3060
C -3.6354 -2.0613 -0.3889
C -3.5100 -0.4465 2.0586
H -4.4607 1.2059 -0.2412
H -3.3771 1.0468 -1.6265
H -2.8373 1.9173 -0.1973
H -4.5597 -1.7660 -0.8946
H -3.9126 -2.7214 0.4361
H -3.0527 -2.6544 -1.0908
H -4.4953 -0.9174 2.0226
H -3.6416 0.5741 2.4177
H -2.9253 -0.9872 2.8061
C -1.9988 3.0760 -4.8739
N -1.0357 3.0896 -3.7896
C 0.1324 2.2552 -3.9995
C -1.2856 3.7004 -2.5968
S -0.5073 3.2845 -1.1853
N -2.2655 4.6781 -2.6551
C -2.8184 5.1702 -1.3984
C -2.1196 5.7337 -3.6533
H -2.1865 2.0400 -5.1708
H -1.6304 3.6080 -5.7566
H -2.9362 3.5187 -4.5521
H 0.7817 2.7031 -4.7582
H -0.1710 1.2631 -4.3440
H 0.6771 2.1519 -3.0675
H -3.3221 4.3586 -0.8764
H -3.5394 5.9540 -1.6284
H -2.0429 5.5722 -0.7432
H -1.5617 5.3826 -4.5160
H -1.5834 6.5890 -3.2276
H -3.1034 6.0693 -3.9843
*
```

Output
Molecular weight   709.8 g mol⁻¹
Relative energy (zero: lowest compared OMol25 entry of this formula, charge and spin)   0.0 kcal per mole
E_LUMO (alpha / beta)   -0.006 / 0.006 Eh
<S²>   0.986
HOMO-LUMO gap (alpha / beta)   7.56 / 7.84 eV

Entry 2:
C29H42O24 | ωB97M-V with the def2-TZVPD basis set

```
! RIJCOSX wB97M-V def2-TZVPD def2/J DEFGRID3
* xyz 0 1
C -4.6763 12.2453 -7.9666
C -5.9623 11.6153 -8.5566
C -6.0129 10.1348 -8.6076
O -6.9260 9.8342 -7.5933
C -7.5256 10.8958 -7.0361
O -8.3740 10.9004 -6.1608
O -6.9621 11.9463 -7.6093
H -4.0385 12.3871 -8.8391
H -4.1800 11.5563 -7.2832
H -4.7527 13.2370 -7.5208
H -6.2437 11.8124 -9.5911
H -5.0415 9.7110 -8.3529
H -6.2834 9.6971 -9.5685
C -15.0181 12.7127 -11.1838
C -14.6322 13.5758 -9.9685
C -13.3610 14.4088 -10.0832
O -13.6762 15.6767 -9.6638
C -14.9561 15.7475 -9.4366
O -15.5555 16.7438 -9.1467
O -15.5541 14.5219 -9.7510
H -16.0746 12.4459 -11.2120
H -14.3515 11.8632 -11.3330
H -15.0110 13.4552 -11.9817
H -14.5261 12.9010 -9.1191
H -13.0050 14.4648 -11.1119
H -12.5601 13.8775 -9.5691
C -10.7477 16.8987 -16.0622
C -10.0697 17.6625 -14.9516
C -9.0288 18.6087 -15.5538
O -9.2082 19.8529 -14.8986
C -10.2774 19.7946 -14.1244
O -10.6184 20.7542 -13.4365
O -10.8944 18.6379 -14.3124
H -11.4221 16.1718 -15.6094
H -10.0828 16.2151 -16.5901
H -11.3763 17.4030 -16.7960
H -9.7049 16.9796 -14.1843
H -8.9856 18.6304 -16.6427
H -8.0577 18.2032 -15.2696
C -7.4199 18.7146 -6.8250
C -7.4164 18.5637 -8.3889
C -7.2960 19.8009 -9.1757
O -6.6304 19.4066 -10.3036
C -5.8897 18.3686 -10.0404
O -5.0598 17.9199 -10.7668
O -6.2809 17.9073 -8.7807
H -6.5927 19.3731 -6.5600
H -7.2207 17.6976 -6.4872
H -8.3907 19.1270 -6.5501
H -8.1937 17.9469 -8.8399
H -6.7290 20.5309 -8.5980
H -8.2458 20.2724 -9.4278
C -7.7310 13.9802 -10.4768
C -9.1479 14.5440 -10.2006
C -9.2612 16.0613 -10.2093
O -9.7596 16.2193 -11.5071
C -10.3063 15.0703 -12.0114
O -10.9776 15.0162 -13.0394
O -9.9754 14.0231 -11.1928
H -7.0621 14.1555 -9.6342
H -7.3242 14.4016 -11.3960
H -7.9063 12.9146 -10.6251
H -9.4200 14.1551 -9.2194
H -8.2159 16.3204 -10.0406
H -9.9508 16.4992 -9.4876
O -5.0048 12.0887 -11.7232
C -4.4834 12.9207 -12.5174
O -4.5892 14.2368 -12.4212
C -4.0827 14.8587 -13.6332
C -3.6686 13.7547 -14.4781
O -4.0917 12.6156 -13.7505
H -4.8749 15.4378 -14.1077
H -3.2945 15.5899 -13.4540
H -2.5967 13.8969 -14.6157
H -4.2793 13.7234 -15.3804
O -10.3034 14.9686 -7.0882
C -9.5467 14.7987 -6.1332
O -9.8355 14.0056 -5.1710
C -8.7424 13.9702 -4.2649
C -7.7412 14.9027 -4.8774
O -8.3590 15.2986 -6.0023
H -9.0927 14.2389 -3.2683
H -8.2953 12.9770 -4.2220
H -6.8463 14.3466 -5.1568
H -7.5480 15.7503 -4.2198
O -7.4856 15.5804 -14.5567
C -7.7519 14.4262 -14.7619
O -7.3680 13.6362 -15.8488
C -8.0725 12.4123 -15.9216
C -8.7671 12.3790 -14.5875
O -8.6230 13.6184 -13.9813
H -8.9315 12.5220 -16.5836
H -7.6226 11.4750 -16.2492
H -8.1923 11.7488 -13.9090
H -9.7768 11.9765 -14.6689
*
```

Output
Molecular weight   774.6 g mol⁻¹
SMILES string   C[C@H]1COC(=O)O1.C[C@H]1COC(=O)O1.C[C@H]1COC(=O)O1.C[C@H]1COC(=O)O1.C[C@H]1COC(=O)O1.O=C1OCCO1.O=C1OCCO1.O=C1OCCO1
Relative energy (zero: lowest compared OMol25 entry of this formula, charge and spin)   70.6 kcal per mole
E_LUMO   0.008 Eh
HOMO-LUMO gap   10.46 eV

Entry 3:
C29H43BN8ORuS2Sb | ωB97M-V with the def2-TZVPD basis set

```
! RIJCOSX wB97M-V def2-TZVPD def2/J DEFGRID3
* xyz 1 5
Ru -0.2070 -1.1004 -0.3443
C 5.3118 1.0956 0.0992
C 4.4218 1.6166 -1.0164
N 3.1601 2.1404 -0.4030
C 3.1949 3.5539 -0.0281
C 3.5145 3.9349 1.4052
C 2.0361 1.4923 -0.1744
S 1.9772 -0.1793 -0.7154
N 1.0274 2.1298 0.3809
C -0.1671 1.6801 0.7571
O -0.8041 0.6032 0.4325
C -1.0138 2.5859 1.6028
C -2.1409 2.0840 2.2581
C -3.0616 2.9423 2.8129
C -2.8508 4.2975 2.7387
C -1.7188 4.7962 2.1790
C -0.8138 3.9419 1.5190
H 6.2166 0.6492 -0.2570
H 4.7715 0.3390 0.7019
H 5.5315 1.8914 0.7749
H 4.0543 0.8722 -1.7406
H 4.8662 2.4083 -1.5384
H 2.1925 3.9712 -0.2790
H 3.9341 4.0832 -0.6057
H 2.6444 3.9091 2.0758
H 3.9125 4.9687 1.3381
H 4.3174 3.3349 1.6604
H -2.2917 1.0076 2.4180
H -3.9477 2.6435 3.3813
H -3.6260 4.8915 3.1880
H -1.5838 5.8627 2.1248
H 0.0343 4.2442 1.0082
B -2.1682 -3.7182 -1.3484
N -2.6913 -2.3153 -1.7064
C -3.7405 -1.9053 -2.4063
C -3.8801 -0.4909 -2.2004
C -2.8818 -0.1636 -1.3386
N -2.1929 -1.2523 -1.0301
N -0.6120 -3.8115 -1.6626
C 0.1306 -4.7992 -2.1999
C 1.4777 -4.5563 -1.9603
C 1.4612 -3.2774 -1.4146
N 0.2457 -2.8854 -1.1547
H -2.2768 -3.9115 -0.1748
H -2.7482 -4.5153 -2.0267
H -4.3518 -2.4929 -3.0524
H -4.5819 0.1016 -2.7514
H -2.4901 0.8486 -1.1855
H -0.3912 -5.5830 -2.7134
H 2.3333 -5.2116 -2.1790
H 2.3068 -2.6647 -1.1713
C 0.7032 -5.1133 3.7866
C 0.0533 -4.5125 2.4923
Sb 0.0823 -2.3699 2.3038
C -1.4901 -1.7307 3.6596
C -2.0516 -2.8393 4.5144
C 1.9143 -1.8977 3.2588
C 2.1615 -0.3621 3.4552
H 0.6704 -6.1753 3.6814
H 0.1636 -4.7736 4.7371
H 1.7686 -4.8631 3.8717
H -0.9642 -4.8051 2.4415
H 0.5195 -4.9299 1.6143
H -2.1931 -1.2970 2.9579
H -0.9887 -0.9786 4.2978
H -2.6245 -3.5375 3.8971
H -2.9070 -2.3678 5.1386
H -1.3942 -3.3380 5.2069
H 2.6773 -2.3528 2.5838
H 2.0176 -2.4422 4.2427
H 1.8325 0.0626 2.5044
H 3.2252 -0.0784 3.7338
H 1.5291 0.1545 4.1935
C -0.4288 3.9584 -5.0903
C -1.2781 2.6838 -5.3353
C -2.3029 2.8124 -6.2581
C -2.9705 1.6255 -6.5959
N -2.6238 0.4579 -6.0719
C -1.6794 0.4970 -5.1683
S -1.2608 -1.0619 -4.4419
N -0.9928 1.5330 -4.6693
H -0.0574 3.9874 -4.0563
H -0.9892 4.8491 -5.3427
H 0.4413 3.8534 -5.6834
H -2.5747 3.7110 -6.6995
H -3.8285 1.5532 -7.2384
*
```

Output
Molecular weight   817.5 g mol⁻¹
Relative energy (zero: lowest compared OMol25 entry of this formula, charge and spin)   16.5 kcal per mole
E_LUMO (alpha / beta)   -0.101 / -0.155 Eh
<S²>   6.021
HOMO-LUMO gap (alpha / beta)   7.64 / 6.52 eV